Record 1
The following is a DFT calculation (wB97M-V/def2-TZVPD) of 2 unconnected molecules or ions with the total composition C3H11NSi.

Last column: natural (NBO) charge in e.
Atoms and positions in Å:
C -2.7806 -0.1561 -0.3723  -0.36
C 2.2065 -0.9209 0.3996  -1.12
C 0.5302 1.7476 0.0060  -1.11
N -0.8809 -0.8443 0.6258  -1.14
Si 0.5467 -0.1422 -0.2374  1.52
H -2.7922 0.6621 0.2659  0.20
H -2.3691 0.0070 -1.4247  0.21
H -3.4474 -1.1266 -0.3631  0.22
H 2.4919 -1.9499 -0.0993  0.24
H 3.0582 -0.2715 0.2929  0.24
H 2.3340 -1.0405 1.4844  0.24
H 0.8884 1.7774 1.0108  0.23
H 1.1581 2.4745 -0.4544  0.25
H -0.5383 2.0086 0.0059  0.23
H -1.0906 -1.8369 0.6904  0.37
H 0.6850 -0.3882 -1.8304  -0.23

Cartesian forces (eV/Å) of the 3 atoms listed first:
3.2159 -4.4321 -1.8261
0.0003 -1.6860 -0.0783
-1.0710 -1.5956 0.6640

Summary:
Energy above the lowest of the compared OMol25 structures with the same formula, charge and spin = 71.1 kcal/mol
Charge = 0
Electronic energy = -465.02819 a.u.
Largest force on an atom = 5.77 eV/A
Frontier orbital gap = 8.898 eV
HOMO level = -9.1 eV

=====

Record 2
The following is a DFT calculation (wB97M-V/def2-TZVPD) of a molecular structure, C17H25Cl5N7O3PdS.

Last column: natural (NBO) charge in e.
Atoms and positions in Å:
Pd -1.1305 0.8025 0.2113  0.97
Cl 1.3829 0.5435 -7.7899  0.37
C 1.1981 0.4169 -6.1610  0.14
C 0.1711 1.2119 -5.5231  -0.15
Cl -0.7974 2.2364 -6.4640  0.18
C 0.0133 1.1180 -4.1791  -0.05
Cl -1.1308 1.9994 -3.3339  0.22
C 0.8831 0.2019 -3.3578  0.48
O 0.7478 0.1139 -2.1692  -0.39
C 1.9285 -0.5929 -4.0947  -0.05
Cl 2.8818 -1.6077 -3.1670  0.23
C 2.0708 -0.4821 -5.4400  -0.15
Cl 3.2409 -1.3694 -6.2861  0.19
C -4.9244 -2.9807 0.9383  -0.44
N -3.6079 -2.6008 0.4128  -0.37
C -2.6786 -3.6657 0.0421  -0.42
C -3.1923 -1.3293 0.4040  0.66
N -1.9920 -0.9613 0.0452  -0.76
N -4.1363 -0.3859 0.7715  -0.60
C -4.0628 0.9898 0.6752  0.65
N -5.2006 1.6280 0.9888  -0.77
N -2.9711 1.5992 0.3422  -0.76
H -5.0165 -4.0595 0.8819  0.26
H -5.7327 -2.5585 0.3377  0.22
H -5.0353 -2.6997 1.9877  0.22
H -3.2495 -4.5642 -0.1673  0.25
H -1.9688 -3.8787 0.8438  0.22
H -2.1436 -3.4123 -0.8736  0.20
H -1.3877 -1.7142 -0.2453  0.40
H -5.0170 -0.7525 1.0913  0.43
H -6.0713 1.1441 1.1272  0.42
H -5.2459 2.6324 0.9566  0.43
H -3.0293 2.6088 0.3272  0.40
N 0.6096 -0.0246 0.9019  -0.56
C 1.6330 -0.2517 1.3991  0.61
N 2.7487 -0.5065 1.9991  -0.45
C 2.8989 -0.3431 3.4669  -0.23
C 3.4545 -1.6353 4.0434  -0.09
O 4.6422 -1.9987 3.3733  -0.49
C 4.4087 -2.2912 2.0161  -0.08
C 3.9263 -1.0469 1.2849  -0.23
H 1.9295 -0.0954 3.8958  0.23
H 3.5948 0.4783 3.6450  0.22
H 2.7104 -2.4377 3.9632  0.18
H 3.7058 -1.4934 5.0925  0.23
H 3.6684 -3.0962 1.9195  0.17
H 5.3522 -2.6284 1.5908  0.23
H 3.6436 -1.2709 0.2570  0.21
H 4.7073 -0.2842 1.2888  0.22
C 0.4766 4.9411 1.2930  -0.80
S 0.7191 3.1816 1.1919  1.25
C 2.1688 3.1582 0.1475  -0.82
O -0.4355 2.7374 0.2642  -0.97
H 1.3367 5.3715 1.8061  0.27
H -0.4210 5.1179 1.8812  0.27
H 0.3727 5.3488 0.2891  0.25
H 3.0095 3.5601 0.7134  0.27
H 1.9817 3.7582 -0.7417  0.25
H 2.3614 2.1199 -0.1147  0.24

Cartesian forces (eV/Å) of the 3 atoms listed first:
-0.6588 0.3025 1.1235
-0.0033 -0.0013 0.0195
0.0116 -0.0076 -0.0208

Summary:
Energy above the lowest of the compared OMol25 structures with the same formula, charge and spin = 0.0 kcal/mol
Charge = +3
Electronic energy = -4097.87060 a.u.
Largest force on an atom = 1.34 eV/A
Frontier orbital gap = 4.607 eV
HOMO level = -16.2 eV

=====

Record 3
The following is a DFT calculation (wB97M-V/def2-TZVPD) of a molecular structure, C20H25AlCl2P.

Last column: natural (NBO) charge in e.
Atoms and positions in Å:
Al 0.4360 1.0403 0.6707  1.29
Cl -0.3797 2.7749 -0.2567  -0.59
Cl 2.1680 1.1208 1.8767  -0.58
C 0.4381 -0.6120 -0.7428  -1.58
H -0.0265 -1.5771 -0.4641  0.15
H 1.3611 -0.7779 -1.3239  0.16
C -1.5300 -1.6238 -3.1022  -0.22
C -0.2288 -2.0545 -3.1998  -0.13
H -2.3186 -2.2935 -2.7456  0.18
C 0.8652 -1.2023 -3.7597  -0.45
H 0.0535 -3.0614 -2.8775  0.19
C 0.5080 0.2979 -3.7189  -0.42
H 1.8088 -1.3877 -3.2362  0.22
H 1.0307 -1.4662 -4.8209  0.19
C -0.9064 0.5351 -4.2408  -0.39
H 0.5813 0.6360 -2.6783  0.27
H 1.2302 0.8658 -4.3209  0.18
C -1.9423 -0.2106 -3.3836  -0.44
H -1.1283 1.6076 -4.2588  0.20
H -0.9739 0.1664 -5.2708  0.17
H -2.0763 0.3366 -2.4323  0.23
H -2.9218 -0.1956 -3.8859  0.19
C -2.6148 -0.4464 0.3658  -0.95
P -1.3446 -0.2294 1.6464  0.89
C -2.2209 0.5737 3.0393  -0.26
C -2.5431 1.9383 2.9091  -0.24
C -3.2291 2.5933 3.9324  -0.20
C -3.5781 1.9005 5.0991  -0.23
C -3.2392 0.5500 5.2376  -0.22
C -2.5635 -0.1179 4.2129  -0.24
C -0.9356 -1.8945 2.2509  -0.24
C 0.2501 -2.0386 2.9993  -0.21
C 0.6342 -3.2960 3.4646  -0.21
C -0.1470 -4.4199 3.1697  -0.22
C -1.3174 -4.2806 2.4165  -0.22
C -1.7186 -3.0233 1.9559  -0.23
H -2.9983 0.5414 0.0787  0.25
H -3.4377 -1.0565 0.7601  0.21
H -2.1557 -0.9140 -0.5114  0.30
H -2.2407 2.4787 2.0065  0.24
H -3.4909 3.6467 3.8226  0.21
H -4.1112 2.4145 5.9001  0.21
H -3.5001 0.0087 6.1483  0.21
H -2.2988 -1.1719 4.3207  0.22
H 0.8758 -1.1624 3.1897  0.24
H 1.5454 -3.3971 4.0561  0.21
H 0.1602 -5.4044 3.5258  0.21
H -1.9274 -5.1552 2.1830  0.21
H -2.6336 -2.9226 1.3712  0.21

Cartesian forces (eV/Å) of the 3 atoms listed first:
0.2305 -4.0479 -3.2612
-0.1897 0.8474 0.2584
0.4861 0.6813 0.8913

Summary:
Energy above the lowest of the compared OMol25 structures with the same formula, charge and spin = 14.2 kcal/mol
Charge = -1
Electronic energy = -2281.35621 a.u.
Largest force on an atom = 5.20 eV/A
Frontier orbital gap (spin up / spin down) = 3.960 / 3.962 eV
HOMO level (spin up / spin down) = -1.2 / -1.2 eV

=====

Record 4
The following is a DFT calculation (wB97M-V/def2-TZVPD) of a single C5H15N3 molecule.

Last column: natural (NBO) charge in e.
Atoms and positions in Å:
C -0.0816 -1.7407 -0.8450  -0.60
C -1.0798 -0.6367 -0.5045  -0.24
C -2.4323 -1.2497 -0.1424  -0.60
C -0.6039 0.2361 0.6707  -0.21
N 0.6218 1.0032 0.5127  -0.33
C 0.6761 1.8517 -0.6623  -0.43
N 1.7949 0.1993 0.7148  -0.32
N 2.6591 0.8957 1.5890  -0.65
H -0.5068 -2.4192 -1.5840  0.20
H 0.1659 -2.3145 0.0459  0.21
H 0.8348 -1.3354 -1.2673  0.20
H -1.2199 -0.0016 -1.3863  0.19
H -2.8127 -1.8489 -0.9675  0.21
H -3.1639 -0.4738 0.0765  0.21
H -2.3347 -1.8932 0.7301  0.20
H -1.3929 0.9587 0.9072  0.19
H -0.4447 -0.3964 1.5461  0.21
H 0.7838 1.2855 -1.5995  0.17
H 1.5352 2.5217 -0.5737  0.19
H -0.2310 2.4521 -0.7181  0.21
H 2.3018 0.0196 -0.1542  0.33
H 1.9872 1.0769 2.3889  0.35
H 2.9435 1.8096 1.2228  0.32

Cartesian forces (eV/Å) of the 3 atoms listed first:
-0.1548 0.1856 -0.1170
0.0291 -0.0870 0.2215
0.1566 0.1991 -0.1669

Summary:
Energy above the lowest of the compared OMol25 structures with the same formula, charge and spin = 56.8 kcal/mol
Charge = 0
Electronic energy = -363.69651 a.u.
Largest force on an atom = 1.88 eV/A
Frontier orbital gap = 9.560 eV
HOMO level = -8.6 eV